(1)
The following is a quantum chemistry calculation of a cluster of 9 separate species, C33H86N2O11 in total in a non-equilibrium geometry, from the Open Molecules 2025 dataset.

Summary:
F_max in eV Å⁻¹: 1.2
ΔE to the lowest compared entry with this formula, charge and spin in eV: 0.0000
Structure (SMILES): COCCNCCOC.COCCNCCOC.CC(C)O.CC(C)O.CC(C)O.CC(C)O.CC(C)O.CC(C)O.CC(C)O
Energy in eV: -61117.1519
Orbital gap in eV: 9.25

Structure (ORCA input):
```
! RIJCOSX wB97M-V def2-TZVPD def2/J DEFGRID3
* xyz 0 1
C -2.6948 0.3011 -1.5014
O -3.1119 1.6150 -1.2255
C -2.0963 2.3913 -0.5993
C -2.7120 3.7276 -0.2281
N -2.7133 4.6073 -1.3938
C -3.1726 5.9735 -1.1130
C -4.6898 6.0677 -0.9713
O -5.0486 7.4401 -1.0700
C -6.3891 7.7102 -0.7070
H -1.7314 0.2513 -2.0202
H -3.4897 -0.2205 -2.0276
H -2.5158 -0.2383 -0.5558
H -1.2566 2.5609 -1.2759
H -1.7725 1.8194 0.2799
H -2.0833 4.1810 0.5417
H -3.7133 3.5607 0.1874
H -3.3144 4.1911 -2.0967
H -2.8970 6.5525 -1.9949
H -2.6827 6.3800 -0.2312
H -5.0838 5.6703 -0.0295
H -5.1518 5.5161 -1.8031
H -7.0767 7.4389 -1.5163
H -6.4135 8.7845 -0.5348
H -6.7034 7.1646 0.1882
C -5.9146 -5.2814 2.1527
O -5.0026 -6.2473 2.6144
C -5.1482 -6.6544 3.9562
C -5.0373 -5.5569 5.0060
N -3.6852 -5.0535 5.2092
C -3.1415 -4.2488 4.1295
C -1.7392 -3.7793 4.5174
O -1.3182 -2.8043 3.6026
C -0.0246 -2.2832 3.8827
H -5.7453 -5.1523 1.0854
H -5.7912 -4.3343 2.6779
H -6.9485 -5.6435 2.2322
H -4.3890 -7.4123 4.1451
H -6.1313 -7.1328 4.0841
H -5.3364 -5.9970 5.9608
H -5.7775 -4.7711 4.7867
H -3.6868 -4.5211 6.0718
H -3.7735 -3.3834 3.8874
H -3.0523 -4.8825 3.2467
H -1.0647 -4.6385 4.6011
H -1.8167 -3.3611 5.5338
H 0.7171 -3.0854 3.8499
H 0.0127 -1.8593 4.8935
H 0.1502 -1.4717 3.1820
C 5.3964 2.4917 3.3297
C 5.1523 1.5498 2.1775
C 4.4309 0.2923 2.6348
O 4.3580 2.2549 1.2187
H 6.0890 3.2902 3.0550
H 5.9010 2.0281 4.1843
H 4.4629 2.8980 3.7183
H 6.0831 1.2479 1.6839
H 4.1556 -0.4003 1.8386
H 3.5183 0.5595 3.1771
H 5.0583 -0.2571 3.3450
H 4.3950 1.7709 0.3702
C 1.0184 0.2385 0.3931
C 1.3626 -0.9880 -0.4430
C 2.1616 -2.0366 0.3139
O 0.1983 -1.5576 -1.0522
H 0.0748 0.1466 0.9397
H 0.8762 1.1219 -0.2373
H 1.8152 0.4976 1.0937
H 1.9756 -0.6252 -1.2702
H 1.6038 -2.4901 1.1380
H 3.0665 -1.6127 0.7559
H 2.4795 -2.8482 -0.3437
H -0.2588 -2.0691 -0.3487
C 2.1387 4.4285 -0.1119
C 2.1552 4.9298 1.3248
C 1.2614 4.0760 2.2372
O 3.4757 4.9278 1.8632
H 1.1543 4.5929 -0.5596
H 2.4826 3.4029 -0.2216
H 2.8015 5.0795 -0.6924
H 1.8413 5.9747 1.3442
H 0.1960 4.2208 2.0284
H 1.4508 4.2657 3.2908
H 1.4590 3.0210 2.0194
H 3.8288 4.0253 1.7840
C -0.5120 -3.2053 -4.1286
C 0.1200 -1.9485 -4.6671
C -0.9082 -0.8879 -5.0638
O 1.0478 -1.4129 -3.7154
H -1.1601 -3.6677 -4.8779
H -1.1397 -3.0240 -3.2531
H 0.2600 -3.9222 -3.8445
H 0.7283 -2.1758 -5.5445
H -0.4441 0.0960 -5.0986
H -1.7549 -0.8555 -4.3724
H -1.3448 -1.1177 -6.0391
H 0.6069 -1.3689 -2.8388
C 5.6121 -1.4324 -1.3210
C 5.7646 0.0813 -1.4059
C 6.2904 0.5203 -2.7567
O 4.5485 0.7301 -1.0514
H 6.5730 -1.8974 -1.5709
H 4.8193 -1.8251 -1.9561
H 5.4707 -1.7572 -0.2863
H 6.4796 0.3628 -0.6251
H 7.2070 0.0153 -3.0577
H 6.4055 1.6025 -2.8061
H 5.5579 0.2252 -3.5188
H 3.9302 0.6944 -1.8067
C 1.1121 2.3676 -3.3747
C 2.3820 1.7999 -3.9992
C 3.5048 2.8085 -4.0774
O 2.8046 0.6621 -3.2437
H 1.3585 2.8082 -2.4033
H 0.3781 1.5816 -3.2080
H 0.6994 3.1813 -3.9763
H 2.1382 1.4658 -5.0173
H 3.3158 3.5293 -4.8760
H 4.4543 2.3515 -4.3607
H 3.6370 3.3296 -3.1276
H 2.2612 -0.1137 -3.4864
C -2.9095 -4.2645 -0.2925
C -1.6117 -4.2437 0.5112
C -0.4675 -4.8810 -0.2627
O -1.2868 -2.8903 0.8332
H -2.8210 -3.5590 -1.1190
H -3.7818 -4.0439 0.3237
H -3.1125 -5.2576 -0.7041
H -1.7382 -4.8418 1.4193
H -0.6797 -5.9419 -0.4187
H 0.4540 -4.8307 0.3192
H -0.3080 -4.4190 -1.2367
H -1.4024 -2.7665 1.7942
*
```

***

(2)
The following is a quantum chemistry calculation of a cluster of 9 separate species, C33H86N2O21S7 in total in a non-equilibrium geometry, from the Open Molecules 2025 dataset.

Summary:
F_max in eV Å⁻¹: 3.6
ΔE to the lowest compared entry with this formula, charge and spin in eV: 4.6281
Structure (SMILES): CCOS(C)(=O)=O.CCOS(C)(=O)=O.CCOS(C)(=O)=O.CCOS(C)(=O)=O.CCOS(C)(=O)=O.CCOS(C)(=O)=O.CCOS(C)(=O)=O.CCN(CC)CC.CCN(CC)CC
Energy in eV: -157431.8194
Orbital gap in eV: 8.21

Structure (ORCA input):
```
! RIJCOSX wB97M-V def2-TZVPD def2/J DEFGRID3
* xyz 0 1
C -2.7127 -9.6399 1.5142
C -1.6534 -8.6577 0.8595
O -0.3722 -9.2970 0.8194
S 0.9037 -8.3427 0.6509
C 0.5569 -7.5826 -1.0023
O 0.8413 -7.2570 1.6230
O 2.1025 -9.1739 0.4648
H -2.3595 -9.8847 2.5159
H -2.8267 -10.5451 0.9178
H -3.7145 -9.2111 1.5399
H -1.9303 -8.4971 -0.1824
H -1.5447 -7.7388 1.4356
H -0.3141 -6.9298 -0.9451
H 0.2709 -8.4665 -1.5725
H 1.4736 -7.0341 -1.2187
C 1.2913 4.4568 -2.9829
C 0.7106 5.7372 -3.6798
O -0.6721 5.4686 -3.9887
S -1.3988 6.3886 -5.1444
C -1.3240 5.2287 -6.5160
O -2.8121 6.4535 -4.7759
O -0.6366 7.6303 -5.3843
H 0.6158 4.1469 -2.1856
H 2.2313 4.6811 -2.4786
H 1.4185 3.6091 -3.6562
H 0.8910 6.6687 -3.1434
H 1.2421 5.7868 -4.6302
H -1.3617 4.2062 -6.1402
H -0.3597 5.4907 -6.9515
H -2.0136 5.3983 -7.3429
C -2.0664 3.1464 8.0228
C -2.9882 1.9250 8.1715
O -4.0504 2.2392 9.1128
S -5.2374 1.1028 9.4862
C -6.5124 1.5495 8.2073
O -4.7877 -0.2726 9.3378
O -5.8822 1.4504 10.7519
H -2.5094 4.1259 7.8429
H -1.2723 2.8843 7.3236
H -1.5070 3.3681 8.9317
H -3.3178 1.6269 7.1762
H -2.3718 1.1413 8.6120
H -6.0380 1.5643 7.2260
H -6.8013 2.5866 8.3777
H -7.4018 0.9208 8.1647
C -7.5051 -7.0873 -5.5999
C -6.3676 -6.5653 -4.7263
O -6.8619 -6.3563 -3.3825
S -5.9230 -5.5013 -2.3414
C -6.4190 -3.7867 -2.8974
O -6.4895 -5.7484 -1.0053
O -4.4870 -5.6611 -2.6570
H -7.6047 -8.1648 -5.4683
H -7.2031 -6.9056 -6.6313
H -8.4558 -6.5723 -5.4621
H -5.5893 -7.3181 -4.6013
H -5.9579 -5.6819 -5.2161
H -7.4725 -3.6753 -2.6409
H -6.1997 -3.7584 -3.9647
H -5.8876 -3.0927 -2.2462
C -2.3827 -3.0566 -7.9422
C -1.4492 -2.5762 -6.8964
O -2.2391 -1.7736 -6.0262
S -1.4269 -0.7331 -5.0537
C -0.6522 -1.9787 -3.9828
O -0.4402 -0.0268 -5.8733
O -2.4667 -0.0158 -4.3062
H -2.8803 -2.2528 -8.4847
H -3.1477 -3.7360 -7.5663
H -1.8605 -3.6022 -8.7282
H -0.9919 -3.4040 -6.3544
H -0.6406 -2.0233 -7.3745
H -0.2332 -1.3426 -3.2032
H 0.0981 -2.4817 -4.5928
H -1.4800 -2.6118 -3.6632
C 5.0912 -1.0972 -6.1658
C 6.1976 -1.9844 -5.5764
O 6.5097 -3.1422 -6.3898
S 5.3861 -4.3521 -6.4481
C 6.2993 -5.7787 -5.7379
O 4.3275 -3.9995 -5.5204
O 5.0789 -4.6505 -7.8430
H 4.8056 -0.2757 -5.5088
H 4.2927 -1.7364 -6.5425
H 5.5033 -0.6605 -7.0755
H 7.0496 -1.3224 -5.4213
H 5.8786 -2.3138 -4.5876
H 5.7760 -5.9315 -4.7940
H 7.2866 -5.4554 -5.4081
H 6.2582 -6.5954 -6.4586
C -7.4144 6.2200 0.3238
C -6.6963 4.9231 0.0806
O -6.0819 4.4716 1.2817
S -5.3278 2.9435 1.2373
C -3.7882 3.4393 0.2922
O -4.9512 2.6208 2.6370
O -6.1228 2.0230 0.4254
H -8.3408 6.1937 0.8975
H -7.7575 6.7049 -0.5901
H -6.7591 6.9680 0.7701
H -7.4020 4.1923 -0.3144
H -5.9868 4.9940 -0.7439
H -3.1751 4.1492 0.8475
H -4.0187 3.7729 -0.7195
H -3.1474 2.5579 0.2657
C -1.2500 -2.5408 1.8130
C -0.2638 -1.8874 2.8057
N 0.7208 -1.0746 2.0974
C 1.7574 -1.9742 1.5539
C 2.9394 -1.3712 0.7151
C 1.2460 0.0519 2.8827
C 1.9335 -0.4416 4.0826
H -1.9583 -1.8371 1.3759
H -1.7732 -3.3673 2.2940
H -0.7526 -3.0810 1.0074
H -0.8771 -1.2572 3.4498
H 0.1400 -2.6658 3.4531
H 2.1616 -2.6657 2.2932
H 1.2099 -2.6697 0.9177
H 2.5965 -0.7560 -0.1169
H 3.7038 -0.8168 1.2595
H 3.3946 -2.2503 0.2589
H 0.4417 0.7207 3.1891
H 1.9376 0.6687 2.3088
H 2.4401 0.4203 4.5170
H 2.8080 -0.9688 3.7013
H 1.3117 -0.9405 4.8259
C 6.8765 8.3205 4.6710
C 7.6494 7.8234 5.8588
N 8.2567 6.4613 5.6816
C 7.2704 5.3630 5.4550
C 6.2881 5.2124 6.6162
C 9.1581 6.3717 4.5530
C 10.3096 7.3957 4.6164
H 5.9354 7.8202 4.4423
H 7.4434 8.3081 3.7401
H 6.7111 9.3841 4.8425
H 8.5030 8.4717 6.0566
H 7.0318 7.8611 6.7562
H 6.5957 5.5713 4.6246
H 7.7373 4.3872 5.3205
H 5.6702 6.1101 6.5957
H 5.7369 4.2762 6.5274
H 6.9044 4.9954 7.4887
H 8.6528 6.4541 3.5907
H 9.5547 5.3564 4.5514
H 11.0560 7.1646 3.8564
H 10.7809 7.3251 5.5967
H 10.0577 8.4305 4.3842
*
```

***

(3)
The following is a quantum chemistry calculation of a structure of composition C33H87AsF6N12O9P2 in a non-equilibrium geometry, from the Open Molecules 2025 dataset.

Summary:
F_max in eV Å⁻¹: 4.8
ΔE to the lowest compared entry with this formula, charge and spin in eV: 0.0000
Energy in eV: -167666.5663
Orbital gap in eV: 7.01

Structure (ORCA input):
```
! RIJCOSX wB97M-V def2-TZVPD def2/J DEFGRID3
* xyz 0 1
C 6.2676 1.2450 -3.8357
O 6.1768 1.1986 -2.4643
C 7.4511 1.3947 -1.8493
C 7.3662 1.0698 -0.3852
N 6.9296 -0.2747 -0.0591
H 6.0996 -0.5314 -0.6457
H 7.6817 -0.9264 -0.2926
C 6.5369 -0.3595 1.3946
C 5.0489 -0.3070 1.5380
O 4.5736 0.6502 0.6722
C 3.1629 0.7787 0.8731
H 5.3305 0.8523 -4.2235
H 7.0220 0.5432 -4.2263
H 6.4189 2.2314 -4.2775
H 7.6898 2.4655 -1.9382
H 8.2345 0.8095 -2.3599
H 6.7557 1.8062 0.1248
H 8.3757 1.1793 0.0186
H 6.9950 0.5206 1.8519
H 6.9885 -1.2431 1.8263
H 4.7951 -0.1250 2.5886
H 4.6603 -1.3045 1.2636
H 2.6809 -0.0888 0.4092
H 2.8272 1.6426 0.2988
H 2.8287 0.9319 1.8982
As -0.8816 0.1217 0.8587
F 0.4336 0.2931 1.9178
F -1.9539 0.8364 1.9435
F -2.1068 -0.0696 -0.3178
F 0.2016 -0.6912 -0.2315
F -1.2502 -1.4481 1.4559
F -0.5030 1.6152 0.1701
C 0.8444 5.2198 3.9646
O 1.7449 6.0187 3.6902
N 0.3517 4.2547 3.1501
C -0.6568 3.2824 3.6076
C 0.7978 4.0790 1.8223
H 0.3429 5.2283 4.9506
H -1.4171 3.1322 2.8429
H -1.1575 3.6074 4.5206
H -0.1638 2.3265 3.8291
H -0.0385 4.1281 1.1137
H 1.4648 4.8843 1.5144
H 1.2931 3.1389 1.5646
C -5.3038 1.0348 3.0282
O -5.8096 2.1216 3.2878
N -5.7568 0.1443 2.1064
C -5.0373 -1.0881 1.8526
C -6.6213 0.6047 1.0806
H -4.4483 0.6110 3.5928
H -4.7809 -1.5759 2.7852
H -4.0795 -0.7611 1.4235
H -5.5610 -1.6376 1.0898
H -7.2827 -0.1675 0.6903
H -7.2512 1.4111 1.4364
H -6.0178 0.9774 0.2409
C -1.6589 -1.7839 -5.4902
O -0.8949 -2.5498 -5.9954
N -1.3636 -1.0318 -4.4379
C -2.3052 -0.0782 -3.8640
C -0.0861 -1.0894 -3.8050
H -2.6881 -1.6166 -5.8241
H -3.3134 -0.1107 -4.2605
H -1.8892 0.9418 -3.8617
H -2.4130 -0.2668 -2.7780
H 0.5334 -0.2162 -4.0556
H -0.2317 -1.0551 -2.7243
H 0.4711 -1.9771 -4.0739
C 0.8682 -2.0623 4.3328
O 1.9591 -1.8904 4.7237
N 0.0675 -3.1146 4.6481
C -1.1623 -3.3462 3.9169
C 0.5724 -4.1932 5.5374
H 0.4314 -1.3108 3.6638
H -1.0754 -4.1962 3.2436
H -1.3700 -2.4637 3.3047
H -2.0017 -3.4135 4.6099
H 0.9361 -5.0721 5.0115
H 1.3412 -3.7622 6.1724
H -0.2390 -4.4383 6.2384
C -3.4014 -3.4358 -0.3455
O -4.4004 -3.8965 0.0493
N -2.8138 -3.8537 -1.4701
C -3.4398 -4.8970 -2.2447
C -1.4582 -3.3497 -1.8501
H -2.7022 -2.7615 0.1765
H -4.5083 -4.7675 -2.1805
H -3.0831 -5.8697 -1.9050
H -3.1102 -4.7596 -3.2774
H -1.4467 -2.4071 -1.3109
H -0.7595 -4.0812 -1.4338
H -1.4681 -3.2101 -2.9236
O -3.4520 7.0133 -1.9863
P -4.2349 6.0163 -1.2342
N -5.8629 6.2616 -1.2582
C -6.4111 7.3274 -0.4363
C -6.6458 5.9288 -2.4199
N -3.8189 6.1021 0.3707
C -4.4520 5.1974 1.3121
C -2.5073 6.5319 0.6728
N -4.0365 4.4414 -1.6944
C -5.0127 3.3755 -1.4669
C -2.6841 3.9986 -1.8240
H -6.1916 8.3416 -0.8020
H -6.0047 7.2701 0.5747
H -7.4938 7.1987 -0.3672
H -6.6523 6.7805 -3.1116
H -7.6713 5.6832 -2.1420
H -6.2020 5.0802 -2.9264
H -4.4539 5.7180 2.2746
H -5.4993 5.0830 1.0496
H -3.9236 4.2463 1.3877
H -1.7609 6.2793 -0.0849
H -2.4656 7.6249 0.7523
H -2.1938 6.1222 1.6352
H -5.1153 3.0890 -0.4159
H -6.0019 3.6877 -1.7889
H -4.7125 2.5469 -2.1063
H -2.2332 3.9134 -0.8110
H -2.1030 4.7481 -2.3498
H -2.6421 2.9670 -2.1645
O 5.2690 -2.9565 0.0093
P 4.2027 -3.9375 -0.3145
N 4.6762 -5.5084 -0.3450
C 5.8170 -5.8020 -1.1340
C 3.7888 -6.6555 -0.1362
N 3.5717 -3.6565 -1.8170
C 2.4622 -4.3911 -2.3019
C 3.9610 -2.4560 -2.5635
N 2.8452 -3.9789 0.5989
C 2.9527 -4.3926 2.0062
C 1.8019 -2.9713 0.4207
H 5.6028 -5.6217 -2.2033
H 6.1258 -6.8345 -1.0264
H 6.6401 -5.1297 -0.8860
H 3.3028 -6.9762 -1.0704
H 2.9864 -6.3973 0.5485
H 4.3713 -7.4794 0.2724
H 2.7674 -5.1778 -3.0013
H 1.8427 -4.7756 -1.4987
H 1.8270 -3.7119 -2.8835
H 5.0207 -2.3039 -2.4346
H 3.7497 -2.6604 -3.6116
H 3.3499 -1.6130 -2.2219
H 2.4740 -3.6751 2.6759
H 2.4203 -5.3468 2.1109
H 3.9847 -4.4719 2.3493
H 1.7587 -2.4607 -0.5390
H 1.8456 -2.1551 1.1513
H 0.8310 -3.4822 0.5072
*
```